Below is a molecular structure, C26H55BrN3O2PS2Si2, with properties calculated with ωB97M-V with the def2-TZVPD basis set.

Net charge: 0
HOMO, eV: -5.05
Frontier orbital gap, eV: 2.3883
Energy, hartree: -5629.06461

Last column: Löwdin charge in e.
Element x y z (Å)
C 0.246 -2.692 7.409  -0.10
O -0.513 -2.095 6.385  -0.18
C -0.063 -0.819 5.987  -0.23
C -0.399 -0.608 4.527  -0.16
C -1.561 0.339 4.285  -0.19
C -2.505 -0.068 3.188  -0.20
C -2.899 -1.525 3.224  -0.20
C -2.125 -2.424 2.277  -0.22
C -2.970 -3.581 1.838  -0.21
C -2.177 -4.690 1.190  -0.21
C -1.469 -4.304 -0.087  -0.21
C -0.459 -5.337 -0.524  -0.19
C 0.739 -5.459 0.421  -0.13
C 2.093 -5.090 -0.265  -0.14
C 2.644 -3.780 0.107  -0.16
C 3.424 -3.653 1.161  -0.52
S 3.854 -4.985 2.208  0.92
C 3.946 -2.457 1.436  -0.13
N 3.688 -1.444 0.696  -0.22
P 4.568 0.217 0.981  0.55
O 4.575 0.226 2.563  -0.35
Br 2.920 1.514 0.519  0.46
N 2.877 -1.486 -0.336  0.13
C 2.353 -2.641 -0.641  -0.15
C 1.454 -2.675 -1.809  -0.13
C 1.823 -1.754 -2.946  -0.25
C 0.616 -1.619 -3.884  -0.56
S -0.116 0.017 -3.735  0.78
H 0.958 -3.378 6.985  0.08
H 0.779 -1.964 7.983  0.08
H -0.405 -3.233 8.057  0.08
H -0.557 -0.065 6.572  0.12
H 1.001 -0.747 6.106  0.11
H 0.476 -0.211 4.058  0.10
H -0.564 -1.587 4.122  0.08
H -2.075 0.517 5.208  0.11
H -1.143 1.285 4.004  0.11
H -3.396 0.511 3.321  0.11
H -2.139 0.216 2.224  0.11
H -2.859 -1.910 4.228  0.12
H -3.919 -1.593 2.901  0.11
H -1.254 -2.838 2.752  0.10
H -1.797 -1.829 1.449  0.10
H -3.359 -4.000 2.744  0.11
H -3.772 -3.274 1.193  0.12
H -1.506 -5.067 1.945  0.11
H -2.828 -5.506 0.944  0.11
H -1.017 -3.336 0.009  0.09
H -2.224 -4.224 -0.849  0.12
H -0.118 -5.164 -1.525  0.09
H -0.989 -6.272 -0.524  0.11
H 0.617 -4.826 1.270  0.10
H 0.854 -6.467 0.752  0.11
H 2.057 -5.208 -1.327  0.11
H 2.800 -5.801 0.089  0.07
H 2.961 -4.756 3.162  -0.09
H 4.599 -2.340 2.257  0.11
H 5.281 -0.318 2.923  0.06
H 1.329 -3.667 -2.182  0.10
H 0.485 -2.355 -1.468  0.13
H 2.087 -0.782 -2.590  0.08
H 2.613 -2.152 -3.545  0.11
H -0.140 -2.314 -3.585  0.05
H 0.860 -1.885 -4.888  0.06
H -1.397 -0.259 -3.939  -0.14
C -3.281 7.749 -3.293  -0.22
Si -1.610 7.032 -3.827  0.20
C -0.331 8.418 -3.571  -0.21
C -1.734 6.738 -5.703  -0.21
N -1.313 5.658 -2.940  -0.23
Si 0.003 4.675 -3.030  0.18
C 1.655 5.511 -2.583  -0.20
C 0.248 3.828 -4.718  -0.21
C -0.222 3.270 -1.769  -0.23
H -3.527 8.660 -3.853  0.01
H -4.075 7.020 -3.464  0.01
H -3.262 7.998 -2.230  0.01
H -0.688 9.371 -3.983  0.01
H 0.616 8.189 -4.065  0.00
H -0.141 8.564 -2.506  0.01
H -2.386 5.888 -5.909  0.01
H -0.754 6.541 -6.146  0.00
H -2.149 7.615 -6.217  0.01
H 1.991 6.181 -3.376  0.00
H 2.456 4.771 -2.426  0.00
H 1.547 6.089 -1.663  0.01
H -0.694 3.403 -5.067  0.01
H 0.984 3.012 -4.660  -0.01
H 0.609 4.535 -5.467  0.01
H -1.126 2.698 -1.990  0.00
H -0.310 3.683 -0.760  0.01
H 0.630 2.579 -1.798  -0.03

Below is a molecular structure, C31H37N7O6SiTl, with properties calculated with ωB97M-V with the def2-TZVPD basis set.

Energy relative to the best compared isomer or geometry (same formula, charge and spin), kJ/mol: 88.9
Net charge: -1
HOMO, eV: -4.97
Frontier orbital gap, eV: 7.1137
Energy, hartree: -2500.29687

Last column: Löwdin charge in e.
Element x y z (Å)
Tl -0.449 0.897 -0.488  1.11
C -0.048 0.819 3.096  -0.18
N -0.953 0.817 1.975  -0.03
C -2.216 0.811 2.221  -0.10
C -3.187 0.925 1.209  -0.34
C -4.586 0.930 1.319  -0.06
C -5.073 1.138 0.040  -0.11
C -3.957 1.266 -0.789  -0.19
N -2.831 1.127 -0.095  -0.01
C -0.062 -0.445 3.922  -0.21
C -0.485 -1.655 3.393  -0.04
C -0.402 -2.814 4.143  -0.07
C 0.073 -2.774 5.443  -0.10
C 0.433 -1.558 6.001  -0.10
C 0.382 -0.406 5.239  -0.05
H -0.273 1.677 3.744  0.13
H 0.962 0.988 2.715  0.11
H -2.586 0.741 3.251  0.15
H -5.149 0.806 2.227  0.09
H -6.103 1.183 -0.262  0.08
H -3.946 1.480 -1.844  0.10
H -0.865 -1.701 2.386  0.11
H -0.699 -3.751 3.695  0.10
H 0.160 -3.680 6.026  0.09
H 0.747 -1.500 7.035  0.10
H 0.686 0.539 5.666  0.11
C 2.563 -1.042 -2.335  0.00
C 2.925 0.066 -1.434  -0.33
N 2.087 0.883 -0.837  0.11
C 2.809 1.714 -0.039  -0.11
C 4.148 1.394 -0.162  -0.07
N 4.186 0.353 -1.054  0.19
C 5.402 1.884 0.451  -0.52
O 5.282 2.842 1.327  0.10
O 6.462 1.378 0.128  0.06
C 2.118 2.685 0.877  -0.57
O 2.848 3.421 1.582  0.03
O 0.875 2.672 0.905  -0.06
H 1.485 -1.047 -2.460  0.04
H 2.886 -1.991 -1.912  0.09
H 3.023 -0.915 -3.312  0.09
H 5.048 -0.102 -1.313  0.17
H 4.269 3.134 1.469  0.07
C -1.647 4.829 -2.791  0.00
C -0.947 3.610 -2.267  -0.29
N -0.882 3.289 -1.034  -0.06
O -1.464 4.077 -0.067  -0.02
C -0.280 2.723 -3.193  -0.30
C 0.215 3.255 -4.511  -0.03
N -0.088 1.480 -2.868  -0.17
O 0.458 0.652 -3.650  -0.16
H -2.484 5.068 -2.138  0.08
H -2.006 4.650 -3.800  0.08
H -0.971 5.683 -2.802  0.09
H -1.069 3.714 0.747  0.09
H 0.530 4.291 -4.409  0.07
H -0.533 3.188 -5.301  0.08
H 1.068 2.644 -4.806  0.07
C -2.230 -0.950 -3.016  -0.17
Si -1.414 -2.230 -1.881  0.44
C -2.878 -3.184 -1.073  -0.16
C -0.469 -3.358 -3.125  -0.16
N -0.389 -1.495 -0.696  -0.11
C 0.476 -2.146 0.123  -0.41
C 1.367 -1.454 0.959  -0.10
C 2.290 -2.100 1.751  -0.09
C 2.351 -3.484 1.773  -0.12
C 1.445 -4.194 1.004  -0.11
C 0.525 -3.549 0.206  -0.06
H -2.953 -1.432 -3.667  0.03
H -1.494 -0.470 -3.646  0.00
H -2.742 -0.184 -2.450  -0.02
H -3.584 -3.525 -1.825  0.02
H -3.414 -2.523 -0.398  0.02
H -2.563 -4.051 -0.501  0.01
H -1.165 -3.822 -3.818  0.02
H 0.110 -4.151 -2.664  0.01
H 0.216 -2.754 -3.713  0.02
H 1.303 -0.377 0.982  0.05
H 2.964 -1.516 2.366  0.11
H 3.081 -3.990 2.388  0.09
H 1.447 -5.276 1.033  0.10
H -0.174 -4.129 -0.373  0.07

Below is a single C4H10O molecule, with properties calculated with ωB97M-V with the def2-TZVPD basis set.

Energy relative to the best compared isomer or geometry (same formula, charge and spin), kJ/mol: 145.3
Net charge: 0
HOMO, eV: -9.83
Frontier orbital gap, eV: 10.9994
Energy, hartree: -233.58960
Structure (SMILES): CCCOC

Last column: Löwdin charge in e.
Element x y z (Å)
C 0.991 1.320 -1.514  -0.13
C 0.205 1.232 -0.219  -0.23
C -0.245 -0.225 0.010  -0.29
O -0.665 -0.344 1.327  -0.20
C -0.843 -1.698 1.575  -0.14
H 0.357 1.037 -2.363  0.07
H 1.379 2.324 -1.702  0.07
H 1.826 0.616 -1.462  0.07
H -0.638 1.951 -0.248  0.12
H 0.813 1.545 0.640  0.11
H 0.519 -1.180 -0.098  0.14
H -1.055 -0.511 -0.686  0.12
H -1.735 -2.090 1.055  0.09
H 0.070 -2.190 1.016  0.10
H -0.980 -1.787 2.667  0.10

Below is a single C5H3NO molecule, with properties calculated with ωB97M-V with the def2-TZVPD basis set.

Energy relative to the best compared isomer or geometry (same formula, charge and spin), kJ/mol: 515.7
Net charge: 0
HOMO, eV: -10.08
Frontier orbital gap, eV: 8.0034
Energy, hartree: -322.09536

Last column: Löwdin charge in e.
Element x y z (Å)
C 2.665 -0.451 1.317  0.09
C 1.424 -0.418 1.015  -0.19
C 0.289 -0.234 0.333  -0.20
C -0.163 1.065 -0.243  -0.09
O -1.326 0.735 -1.012  -0.08
N -1.580 -0.587 -0.908  0.10
C -0.710 -1.166 -0.147  -0.06
H 0.604 1.479 -0.902  0.15
H -0.432 1.807 0.515  0.15
H -0.772 -2.231 0.032  0.13